This record from OMol25 describes the molecule C4H13N2S. The level of theory is the ωB97M-V functional and the def2-TZVPD basis.

The calculation puts the relative energy (zero: lowest compared OMol25 entry of this formula, charge and spin) at 51.1 kcal per mole. Its spin multiplicity is 2. The calculation puts the electronic energy at -18170.755 eV. The calculation puts the HOMO energy (alpha / beta) at -3.6620 / -9.4196 eV.

Each line ends with the Löwdin charge.
CARTESIAN COORDINATES (ANGSTROEM)
N1 -1.347 -0.360 -1.402  0.06
C1 -0.348 0.018 -0.318  -0.45
C2 0.943 -0.786 -0.356  -0.56
S1 0.549 -2.500 0.037  0.65
C3 -0.032 1.518 -0.474  -0.24
N2 0.477 2.034 0.792  -0.13
C4 -0.539 2.424 1.756  -0.13
H1 -1.777 -1.275 -1.182  0.05
H2 -0.873 -0.401 -2.344  0.06
H3 -2.157 0.392 -1.476  0.05
H4 -0.859 -0.217 0.613  0.11
H5 1.463 -0.673 -1.302  0.07
H6 1.514 -0.414 0.494  0.08
H7 1.758 -2.886 0.482  -0.15
H8 0.789 1.618 -1.184  0.12
H9 -0.912 2.076 -0.814  0.08
H10 1.084 2.814 0.617  0.10
H11 -0.076 2.880 2.637  0.08
H12 -1.026 1.543 2.171  0.07
H13 -1.220 3.175 1.351  0.08



This record from OMol25 describes a cluster of 2 separate species, C9H21PS in total at a distorted geometry. The level of theory is the ωB97M-V functional and the def2-TZVPD basis.

The calculation puts the relative energy (zero: lowest compared OMol25 entry of this formula, charge and spin) at 42.4 kcal per mole. As for the SMILES: CC[C@@H](C)CP(C)S.C=CC. Its spin multiplicity is 1. The calculation puts the electronic energy at -29795.145 eV. The calculation puts the HOMO energy at -8.6507 eV.

Each line ends with the Löwdin charge.
CARTESIAN COORDINATES (ANGSTROEM)
C1 -2.160 1.336 -0.613  -0.03
C2 -4.422 0.487 -0.333  -0.14
C3 0.565 -1.688 1.905  -0.10
C4 0.581 -2.450 -0.936  -0.04
C5 1.376 2.948 -0.559  -0.37
C6 -3.245 1.216 0.115  -0.27
C7 1.820 -1.693 1.164  -0.27
C8 1.117 0.013 -0.633  -0.39
C9 1.626 -1.409 -0.346  -0.39
P1 1.741 1.426 0.479  0.59
S1 3.788 1.274 0.001  0.39
H1 -2.121 1.015 -1.618  0.06
H2 -5.403 1.057 -0.366  0.10
H3 -4.321 -0.031 -1.253  0.05
H4 -4.515 -0.386 0.398  0.10
H5 0.379 -0.745 2.334  0.06
H6 -0.293 -2.113 1.374  0.08
H7 0.515 -2.394 2.671  0.06
H8 0.663 -3.338 -0.443  0.05
H9 0.768 -2.649 -1.910  0.04
H10 -0.411 -2.145 -0.806  0.05
H11 1.497 2.639 -1.584  0.02
H12 0.395 3.345 -0.651  -0.01
H13 1.924 3.798 -0.024  0.06
H14 -3.375 1.762 1.057  0.11
H15 -1.382 1.891 -0.106  0.04
H16 2.514 -2.574 1.087  0.13
H17 2.604 -0.992 1.394  0.05
H18 -0.050 -0.013 -0.573  0.08
H19 1.177 0.242 -1.613  0.03
H20 2.485 -1.479 -0.855  0.07
H21 4.165 1.651 1.244  -0.19



This record from OMol25 describes a cluster of 2 separate species, C8H11N2S in total at a distorted geometry. The level of theory is the ωB97M-V functional and the def2-TZVPD basis.

As for the total charge: +1. The calculation puts the relative energy (zero: lowest compared OMol25 entry of this formula, charge and spin) at 41.5 kcal per mole. Its spin multiplicity is 1. The calculation puts the electronic energy at -22279.971 eV. The calculation puts the HOMO energy (alpha / beta) at -11.5950 / -11.5953 eV.

Each line ends with the Löwdin charge.
CARTESIAN COORDINATES (ANGSTROEM)
C1 2.453 -0.857 -1.398  -0.07
C2 2.401 -1.483 -0.092  -0.03
C3 1.737 0.248 -1.659  -0.02
C4 1.467 -1.091 0.831  -0.01
C5 1.021 0.872 -0.558  -0.29
C6 0.643 0.114 0.550  -0.36
C7 0.800 2.179 -0.595  0.15
C8 -2.453 -0.444 0.786  -0.51
N1 -0.274 0.560 1.374  0.08
N2 -3.425 0.418 1.013  0.12
S1 -2.261 -1.299 -0.669  0.98
H1 3.096 -1.327 -2.038  0.08
H2 2.936 -2.494 0.098  0.15
H3 1.972 0.835 -2.573  0.14
H4 1.068 -1.670 1.667  0.11
H5 1.076 2.858 -1.393  0.09
H6 0.382 2.707 0.277  0.09
H7 -1.572 -0.750 1.481  0.10
H8 -0.245 0.005 2.178  0.03
H9 -3.552 0.945 1.881  0.15
H10 -4.241 0.411 0.332  0.16
H11 -3.029 -0.735 -1.493  -0.14



This record from OMol25 describes the ion C8H9O5P with charge -2 at a distorted geometry. The level of theory is the ωB97M-V functional and the def2-TZVPD basis.

As for the total charge: -2. The calculation puts the relative energy (zero: lowest compared OMol25 entry of this formula, charge and spin) at 0.0 kcal per mole. As for the SMILES: CO[C@](O)(c1ccccc1)P(=O)([O-])[O-]. Its spin multiplicity is 1. The calculation puts the electronic energy at -27969.821 eV. The calculation puts the HOMO energy at 0.0496 eV.

Each line ends with the Löwdin charge.
CARTESIAN COORDINATES (ANGSTROEM)
C1 -2.388 1.938 -0.243  -0.15
C2 -1.719 1.870 0.972  -0.12
C3 -1.936 1.160 -1.301  -0.13
C4 -0.648 1.021 1.141  -0.03
C5 -0.861 0.313 -1.142  -0.03
C6 -0.204 0.206 0.091  -0.18
C7 0.060 -2.729 -0.245  -0.15
C8 0.980 -0.624 0.237  -0.55
O1 2.734 0.475 -1.682  -0.44
O2 3.583 -0.348 0.617  -0.43
O3 2.241 1.819 0.456  -0.42
O4 1.258 -1.017 1.544  -0.06
O5 0.980 -1.756 -0.635  -0.14
P1 2.578 0.491 -0.184  0.14
H1 -3.241 2.601 -0.369  0.07
H2 -2.051 2.493 1.800  0.08
H3 -2.438 1.222 -2.265  0.08
H4 -0.122 0.970 2.081  0.11
H5 -0.489 -0.270 -1.972  0.12
H6 0.200 -3.596 -0.899  0.07
H7 -0.981 -2.372 -0.337  0.08
H8 0.223 -3.032 0.799  0.07
H9 2.243 -0.834 1.536  0.04